19
Properties=species:S:1:pos:R:3:forces:R:3 method="wB97M-V/def2-TZVPD" e_tot_ha=-643.4984 e_lumo_ev="-5.74 / -5.74" homo_lumo_gap_ev="7.868 / 7.273" multiplicity=2 charge=+1 s_squared=0.7540 homo_energy_ev="-13.6056 / -13.0136" de_lowest_kcal_mol=27.03
C -2.93940 2.82850 4.76971 -0.139 0.117 -0.008
C -1.55850 2.13035 4.75110 -0.045 0.105 -0.167
O -1.58875 1.13544 5.68260 0.173 0.019 -0.006
H -2.91684 3.62246 4.01202 -0.073 -0.181 0.200
H -3.73466 2.11588 4.52024 0.234 0.195 0.078
H -3.13596 3.26966 5.75415 0.064 -0.148 -0.280
H -0.79806 2.88930 5.01531 -0.137 -0.175 0.041
H -1.37061 1.74187 3.73354 -0.006 0.054 0.132
H 0.34285 -0.26672 6.29678 0.973 -0.136 -0.152
O 1.73386 1.06003 5.56434 0.162 0.568 -0.246
C 1.84962 1.01162 4.25011 -0.499 -0.775 0.582
C 1.44018 -0.25630 6.07174 -0.831 -0.184 0.347
O 1.85226 1.99527 3.54344 0.235 0.624 -0.381
O 1.89253 -0.22693 3.79726 -0.008 0.166 -0.448
C 1.84189 -1.15540 4.90056 0.091 -0.280 0.236
Ag 1.78061 3.21865 1.69428 0.052 -0.277 0.281
H 2.03017 -0.41624 6.97756 -0.181 0.042 -0.219
H 1.10546 -1.92795 4.66588 0.197 0.186 0.041
H 2.83961 -1.59411 5.01432 -0.262 0.080 -0.032

20
Properties=species:S:1:pos:R:3:forces:R:3 method="wB97M-V/def2-TZVPD" e_tot_ha=-718.9731 e_lumo_ev=-3.36 homo_lumo_gap_ev=3.622 charge=0 homo_energy_ev=-6.9814 de_lowest_kcal_mol=12.63
C 3.01025 -12.37998 3.22297 0.078 -0.035 0.008
C 2.13972 -11.59151 2.27263 -0.222 0.121 -0.387
O 1.45254 -10.57711 3.00578 0.078 -0.124 0.709
Ag 1.90714 -10.68071 5.29747 -0.327 0.278 -0.880
H 3.54488 -13.16970 2.68112 -0.077 0.141 0.207
H 3.76976 -11.73595 3.69308 -0.075 -0.083 -0.110
H 2.40200 -12.87672 3.99656 0.051 0.013 -0.131
H 1.40269 -12.24853 1.78662 0.177 0.135 0.148
H 2.74737 -11.11536 1.48631 -0.110 -0.093 0.212
C 0.61526 -9.65624 2.19696 0.231 -0.369 -0.292
C 0.09609 -8.61305 3.17687 -0.021 0.557 -0.385
O -0.73850 -7.66448 2.56926 -0.506 -1.195 1.295
C -0.12762 -6.70825 1.75450 0.077 1.271 -2.323
O 1.08850 -6.87401 1.53493 0.412 -0.291 0.601
O -0.92027 -5.89741 1.26001 0.295 -0.479 0.833
O -0.45014 -10.34972 1.64597 0.143 -0.163 0.350
H 1.29988 -9.28023 1.42386 -0.357 0.351 0.340
H 0.95973 -8.12190 3.64808 0.023 -0.114 -0.023
H -0.52949 -9.12500 3.92521 0.117 -0.068 -0.091
H -0.25488 -10.61958 0.74508 0.014 0.146 -0.081

18
Properties=species:S:1:pos:R:3:forces:R:3 method="wB97M-V/def2-TZVPD" e_tot_ha=-556.2109 e_lumo_ev="-9.49 / -14.30" homo_lumo_gap_ev="9.174 / 5.438" multiplicity=3 charge=+2 s_squared=2.0130 homo_energy_ev="-18.6642 / -19.7429" de_lowest_kcal_mol=107.56
H -4.46363 -0.67447 -1.53605 0.036 0.115 -0.038
O -1.41021 -0.89765 -1.83985 -10.752 -0.361 -5.284
C -2.41622 -0.26142 -1.53188 -3.015 1.245 0.002
H -2.37145 0.43122 -0.67158 0.104 -0.186 -0.132
H -3.97404 0.64003 -2.59497 -0.031 -0.054 0.106
C -3.68876 -0.36878 -2.25743 0.655 -0.284 -0.040
H -3.62809 -1.06876 -3.09568 -0.054 0.156 0.170
C 1.76941 -0.76942 -0.42509 7.897 1.064 4.707
O 0.87861 0.14549 -0.05431 1.337 5.742 5.062
Au 0.14327 -0.99974 -1.18794 3.651 -7.594 -4.047
O 2.84715 -0.62993 0.25911 -3.352 0.755 -1.199
C 2.51469 0.72045 1.22230 4.361 1.526 2.800
C 2.12179 0.32313 2.62823 -0.256 -0.918 -0.800
H 2.04557 1.65950 0.90895 -0.735 -0.901 -1.216
H 3.55664 1.06266 1.19280 0.103 -0.530 0.239
H 1.03971 0.16163 2.71687 0.080 0.015 0.050
H 2.40731 1.12482 3.32359 0.017 -0.013 -0.376
H 2.62825 -0.59877 2.94293 -0.047 0.223 -0.004

15
Properties=species:S:1:pos:R:3:forces:R:3 method="wB97M-V/def2-TZVPD" e_tot_ha=-220.5243 e_lumo_ev="0.31 / 0.10" homo_lumo_gap_ev="8.693 / 6.471" charge=0 homo_energy_ev="-8.3834 / -6.3719" de_lowest_kcal_mol=130.38
B -0.96945 -0.23512 0.46986 0.547 -0.729 0.969
C 1.95082 -1.64560 0.08861 -0.008 -1.975 1.256
C 2.28326 -0.41676 0.16264 2.474 1.131 -0.183
C 0.00923 0.94672 0.39177 1.557 -0.185 1.111
C 1.38985 0.60750 -0.30533 -3.363 1.549 -1.531
C -2.45367 -0.61876 0.23953 0.703 1.956 1.520
H 0.97399 -2.05971 0.24756 -0.591 -0.647 -0.329
H 3.31358 -0.00439 0.16410 -0.263 -0.893 0.377
H -0.57236 1.61195 -0.24591 0.405 0.876 -0.058
H 0.45327 1.47117 1.31694 -1.805 -0.720 -0.903
H 1.86722 1.53958 -0.38960 0.916 1.301 -0.026
H 1.13592 0.35208 -1.32841 -0.005 0.036 -0.359
H -3.11447 0.21955 0.04465 -0.182 0.270 -0.474
H -2.90878 -1.13219 1.06857 0.103 -0.585 0.349
H -2.33530 -1.26554 -0.56464 -0.488 -1.383 -1.722